{
  "formula": "C3H3N5",
  "method": "ωB97M-V/def2-TZVPD",
  "species": ["H", "N", "C", "N", "C", "C", "N", "N", "N", "H", "H"],
  "positions_angstrom": [[2.47277, 0.49277, 1.09386], [2.09829, -0.51143, 0.81300], [1.23746, -0.36403, -0.22375], [0.74975, 0.70444, -0.96645], [-0.60778, 0.95325, -0.58100], [-1.41832, 0.27046, 0.50256], [-1.31972, -1.02778, 0.55643], [-0.73831, -1.68869, -0.61582], [0.46006, -1.54429, -0.88389], [-0.98799, 1.91541, -0.90884], [-1.94621, 0.79988, 1.21390]],
  "e_lumo_ev": -1.499,
  "de_lowest_kcal_mol": 100.7,
  "homo_lumo_gap_ha": 0.30670,
  "smiles": "[H]/N=c1\\nccnnn1",
  "total_energy_ev": -10604.49996,
  "max_force_ev_per_a": 6.38
}